Density functional theory data (the ωB97M-V functional and the def2-TZVPD basis) for a cluster of 2 separate species, C5H11O2 in total at a distorted geometry.

Structure (XYZ):
```
18
C5H11O2, DFT the ωB97M-V functional and the def2-TZVPD basis
C 0.9267 -2.4259 -0.3007
C 0.8542 -2.2904 1.2474
O 1.8952 -2.6280 1.8590
O -0.3229 -2.0394 1.6000
H 1.9157 -2.5514 -0.7307
H 0.4273 -1.5321 -0.7012
H 0.2529 -3.2574 -0.5430
C -0.6943 2.2025 -0.1309
C 0.5039 1.5651 -0.8863
C -1.5556 1.0468 0.4324
H -0.2247 2.9274 0.5207
H -1.1645 2.7938 -0.9203
H 1.3297 2.2708 -1.0940
H -1.2090 0.6316 1.4096
H -2.5753 1.3646 0.4160
H 0.1767 1.0264 -1.7895
H 0.8922 0.7696 -0.2288
H -1.4282 0.1258 -0.1598
```

The calculation puts the total energy at -347.62652 Eh. The HOMO-LUMO gap comes out at 7.5 eV. The calculation puts the energy above the lowest of the compared OMol25 structures with the same formula, charge and spin at 14.5 kcal per mole. The net charge is -1.

***

Density functional theory data (the ωB97M-V functional and the def2-TZVPD basis) for a cluster of 2 separate species, C11H18F3N3O6P in total.

Structure (XYZ):
```
42
C11H18F3N3O6P, DFT the ωB97M-V functional and the def2-TZVPD basis
C 4.0073 0.8880 1.2537
C 3.7914 1.7784 0.0385
O 3.2501 1.0055 -1.0928
C 1.9583 1.1002 -1.3244
C 1.0243 0.1532 -0.9074
C -0.2775 0.3400 -1.2356
P -1.4283 -0.9634 -0.6783
O -1.5340 -2.0377 -1.6638
O -0.7213 -1.2715 0.6910
O -2.8037 -0.2536 -0.3494
C -0.6303 1.4771 -2.0197
C -2.0257 1.7542 -2.4934
C -2.6934 2.8205 -1.6047
O -2.2884 2.7046 -0.2539
C -4.2307 2.7293 -1.6749
F -4.7722 3.9573 -1.6152
F -4.7413 2.0054 -0.6784
F -4.6249 2.1628 -2.8410
N 0.2610 2.3603 -2.3848
N 1.5172 2.1398 -2.0170
H 5.0070 1.0449 1.6561
H 3.9498 -0.1574 0.9531
H 3.2900 1.0866 2.0467
H 3.1162 2.6098 0.2466
H 4.7273 2.1894 -0.3289
H 1.3531 -0.6978 -0.3292
H -0.9259 -2.1534 1.0673
H -3.5292 -0.7655 -0.7395
H -2.6027 0.8351 -2.5409
H -1.9560 2.1354 -3.5120
H -2.4346 3.8124 -1.9782
H -1.7831 3.4854 -0.0105
H 2.1867 2.8327 -2.3357
O 0.2101 -3.4461 1.8695
C 0.6473 -4.2585 2.6745
N 1.6033 -5.1453 2.3288
C 0.1501 -4.3242 4.0957
H 1.9697 -5.8212 2.9727
H 1.9433 -5.1373 1.3819
H -0.9216 -4.5141 4.0824
H 0.3215 -3.3603 4.5715
H 0.6399 -5.1006 4.6798
```

The calculation puts the total energy at -1686.50285 Eh. The HOMO-LUMO gap comes out at 8.1 eV. The calculation puts the energy above the lowest of the compared OMol25 structures with the same formula, charge and spin at 0.0 kcal per mole. The net charge is +1.

***

Density functional theory data (the ωB97M-V functional and the def2-TZVPD basis) for a structure of composition C32H25AsBaN11O6S.

Structure (XYZ):
```
77
C32H25AsBaN11O6S, DFT the ωB97M-V functional and the def2-TZVPD basis
Ba -1.4623 -1.5510 -0.6289
C -2.3895 -0.7636 4.1817
C -3.0307 -1.9937 4.3290
C -2.7832 -3.0113 3.4381
C -1.8598 -2.7904 2.4018
N -1.2374 -1.6055 2.2709
C -1.5142 -0.6159 3.1272
N -1.6629 -3.7177 1.4009
C -0.4563 -3.9070 0.9360
N -0.2157 -4.1674 -0.3580
C 1.1120 -3.8951 -0.5861
N 1.5883 -3.7296 -1.7647
C 2.5992 -2.7864 -1.8982
C 3.7541 -3.0203 -2.6490
C 4.6591 -1.9891 -2.7952
C 4.3919 -0.7518 -2.2177
C 3.2096 -0.6061 -1.5089
N 2.3349 -1.5952 -1.3445
C 1.8251 -3.7190 0.7311
C 3.1611 -3.6719 1.0876
C 3.4665 -3.6686 2.4442
C 2.4614 -3.7108 3.4112
C 1.1211 -3.7466 3.0445
C 0.8328 -3.7452 1.6917
H -2.5898 0.0632 4.8479
H -3.7363 -2.1462 5.1371
H -3.2815 -3.9682 3.5077
H -1.0117 0.3254 2.9318
H 3.9109 -3.9927 -3.0953
H 5.5667 -2.1426 -3.3672
H 5.0666 0.0848 -2.3345
H 2.9215 0.3434 -1.0694
H 3.9444 -3.6391 0.3413
H 4.5027 -3.6344 2.7569
H 2.7326 -3.7119 4.4598
H 0.3352 -3.7666 3.7889
O -4.7810 2.3988 0.1104
As -3.2470 1.6903 -0.4593
O -1.9926 2.4782 0.2378
O -3.4569 0.0696 -0.1451
C -3.4469 2.1146 -2.3730
C -4.1882 3.2766 -2.5911
C -4.4448 3.7518 -3.8678
C -3.9712 3.0604 -4.9681
C -3.2212 1.9114 -4.7775
C -2.9492 1.4414 -3.4974
S -1.8493 0.0261 -3.4223
O -1.1993 -0.0427 -4.7060
O -2.6489 -1.1497 -3.0708
O -0.9453 0.3817 -2.3130
H -5.3324 1.6396 0.3311
H -4.5834 3.8124 -1.7393
H -5.0181 4.6620 -3.9948
H -4.1684 3.4156 -5.9719
H -2.8095 1.3716 -5.6187
N 0.5639 2.7910 -2.9948
C 0.5494 3.1289 -1.6824
N -0.0033 4.2965 -1.3513
C 0.0253 4.5617 -0.0517
N -0.5704 5.7211 0.3626
N 0.6107 3.8173 0.8952
C 1.1010 2.6758 0.4315
N 1.1230 2.2712 -0.8227
C 1.6921 1.7546 1.4512
C 2.4008 2.2733 2.5297
C 2.9391 1.3935 3.4515
C 2.7336 0.0337 3.2754
C 1.9942 -0.3834 2.1786
N 1.4852 0.4508 1.2776
H -0.0976 3.2944 -3.5634
H 0.6083 1.7962 -3.1636
H -1.2665 6.0676 -0.2768
H -0.8390 5.7100 1.3329
H 2.5087 3.3443 2.6253
H 3.5069 1.7633 4.2968
H 3.1277 -0.6953 3.9712
H 1.7941 -1.4323 2.0142
```

The calculation puts the total energy at -4947.99951 Eh. The HOMO-LUMO gap comes out at 7.7 eV. The calculation puts the energy above the lowest of the compared OMol25 structures with the same formula, charge and spin at 32.3 kcal per mole. The net charge is -1.

***

Density functional theory data (the ωB97M-V functional and the def2-TZVPD basis) for a structure of composition C17H13BrN2O2Os.

Structure (XYZ):
```
36
C17H13BrN2O2Os, DFT the ωB97M-V functional and the def2-TZVPD basis
Os -0.7880 0.7295 0.7714
Br -3.1618 -5.5026 -2.5123
C -2.9164 -3.9464 -1.5655
C -3.9700 -3.3899 -0.8109
C -3.7636 -2.2376 -0.1189
C -2.4941 -1.5689 -0.1363
O -2.3867 -0.4971 0.5382
C -1.4170 -2.1428 -0.9111
C -0.0837 -1.5847 -1.0254
N 0.3511 -0.5075 -0.4664
C 1.6959 -0.0392 -0.6441
C 2.6649 -0.6474 -1.4018
C 3.9506 -0.0846 -1.4949
C 4.2582 1.0730 -0.8356
C 3.2836 1.7240 -0.0470
C 3.5317 2.9222 0.6614
C 2.5352 3.4924 1.4044
C 1.2800 2.8750 1.4497
N 1.0202 1.7541 0.7970
C 1.9992 1.1599 0.0445
C -1.6552 -3.3108 -1.6020
H -4.9310 -3.8853 -0.7904
H -4.5490 -1.7832 0.4700
H 0.5916 -2.1581 -1.6533
H 2.4760 -1.5636 -1.9434
H 4.6960 -0.5829 -2.0981
H 5.2482 1.5029 -0.9094
H 4.5126 3.3768 0.6074
H 2.6895 4.4067 1.9577
H 0.4660 3.2943 2.0255
H -0.8703 -3.7673 -2.1921
C -2.9207 2.1923 2.5206
O -1.6894 1.8858 1.8704
H -3.6582 1.4263 2.2797
H -3.2561 3.1655 2.1678
H -2.7388 2.2191 3.5931
```

The calculation puts the total energy at -3579.67257 Eh. As for the spin multiplicity: 5. The HOMO-LUMO gap (spin up / spin down) comes out at 7.4 / 5.4 eV. The net charge is +2.